The following is a quantum chemistry calculation of C2H2FNO in the gas phase in a non-equilibrium geometry, from OMol25.

Element x y z (Å)
O: -0.933 0.028 -2.259
C: -0.226 0.148 -0.825
C: 0.434 -0.560 0.239
N: -0.007 0.830 0.242
F: -0.723 1.550 1.220
H: -0.052 -1.428 0.885
H: 1.507 -0.567 0.498

## Properties
DFT total energy ... -8353.4890 eV
SMILES ... O=C1CN1F
Total charge ... 0
ΔE to the lowest compared entry with this formula, charge and spin ... 687.9 kJ/mol
Kohn-Sham gap (alpha / beta) ... 0.330 / 0.330 Ha
Lowest unoccupied orbital energy (alpha / beta) ... -1.23 / -1.23 eV